Formula: C2H3F2PS
Source: the OMol25 dataset
Level of theory: the ωB97M-V functional and the def2-TZVPD basis

Geometry (Å):
F -0.922 -1.839 1.632
P -0.620 -0.633 0.585
F -0.069 -1.648 -0.548
S -2.592 -0.362 -0.272
H -3.337 0.280 0.652
C 1.376 1.054 -0.873
C 2.297 1.065 -0.112
H 0.819 1.167 -1.694
H 3.048 0.916 0.629

Force components x, y, z for each atom (eV/Å):
F 0.02 0.75 -0.34
P -0.47 -1.49 0.69
F -0.57 0.97 0.27
S 0.04 -0.43 -0.59
H 0.71 -0.01 0.21
C 2.32 0.22 1.69
C 0.12 -0.42 0.48
H -2.16 0.22 -2.38
H -0.01 0.19 -0.02

HOMO-LUMO gap: 10.216 eV
SMILES: FP(F)S.C#C
electronic energy: -27680.9184 eV
energy relative to the best compared isomer or geometry (same formula, charge and spin): 257.9 kJ/mol

=====

Formula: C5H8N2
Source: the OMol25 dataset
Level of theory: the ωB97M-V functional and the def2-TZVPD basis

Geometry (Å):
C -0.540 -1.823 0.084
C 0.657 -0.974 -0.051
C 1.767 -0.434 0.275
N 1.240 -0.073 -1.099
H -0.882 -1.852 1.123
H -1.345 -1.434 -0.545
H -0.313 -2.848 -0.232
H 2.604 -0.174 0.901
H 1.727 -0.664 -1.786
C -1.727 1.427 0.066
C -0.566 1.979 0.331
N 0.490 2.550 0.576
H -2.327 0.986 0.853
H -2.079 1.407 -0.958
H 1.293 1.927 0.462

Force components x, y, z for each atom (eV/Å):
C -0.02 0.02 0.00
C 0.21 0.01 0.22
C -0.15 -0.26 0.16
N 0.14 -0.11 -0.37
H 0.09 0.00 -0.16
H 0.13 -0.05 0.11
H -0.04 0.15 0.01
H -0.16 -0.06 -0.07
H -0.09 0.15 0.08
C 0.11 0.11 0.03
C 0.29 0.16 0.08
N -0.63 -0.33 -0.18
H 0.13 0.08 -0.07
H 0.02 0.05 0.13
H -0.04 0.09 0.00

HOMO-LUMO gap: 9.313 eV
SMILES: CC1=CN1.C=C=N
electronic energy: -8290.0901 eV
energy relative to the best compared isomer or geometry (same formula, charge and spin): 473.4 kJ/mol

=====

Formula: C7H5O5P
Source: the OMol25 dataset
Level of theory: the ωB97M-V functional and the def2-TZVPD basis

Geometry (Å):
C 0.905 1.067 0.215
C 2.070 1.459 -0.194
C 0.311 -0.216 0.129
C 0.835 -1.505 0.004
C -0.019 -2.725 0.195
C -1.380 -2.276 0.629
C -1.190 -0.360 0.547
O 0.345 -3.861 -0.007
O 2.132 -1.875 -0.433
O -1.884 -1.298 -0.271
O -1.187 -1.307 1.675
O -1.741 0.847 0.722
P 2.949 -1.057 -1.558
H 0.386 1.810 0.775
H 2.896 2.119 0.036
H -2.011 -3.090 0.745
H -2.639 0.620 0.432
H 1.793 -0.775 -2.587

Force components x, y, z for each atom (eV/Å):
C 0.49 0.82 0.21
C 2.76 -2.83 -2.00
C -0.90 -3.82 0.01
C 1.42 1.34 -1.25
C 1.11 0.26 -0.59
C 0.49 1.05 0.28
C 2.96 -0.44 0.50
O -0.48 0.85 0.31
O -1.84 0.38 1.07
O 0.12 0.68 -0.22
O -0.98 -0.16 -0.47
O -1.25 -0.93 -0.54
P -1.66 2.85 -0.57
H -0.92 0.40 0.65
H -0.68 0.33 -0.06
H -1.52 -1.38 0.78
H -0.53 0.93 0.41
H 1.39 -0.34 1.47

HOMO-LUMO gap (spin up / spin down): 7.133 / 7.134 eV
electronic energy: -26859.5964 eV
energy relative to the best compared isomer or geometry (same formula, charge and spin): 200.8 kJ/mol

=====

Formula: C23H26N4O4S
Source: the OMol25 dataset
Level of theory: the ωB97M-V functional and the def2-TZVPD basis

Geometry (Å):
C -4.327 -4.226 3.880
O -4.066 -3.128 3.043
C -5.023 -2.146 2.938
C -6.239 -2.144 3.595
C -7.131 -1.096 3.411
C -6.826 -0.038 2.574
C -7.778 1.103 2.374
C -5.602 -0.037 1.913
C -4.700 -1.073 2.083
N -3.458 -1.137 1.450
C -2.895 -0.255 0.579
O -3.421 0.778 0.207
C -1.558 -0.657 0.103
S -0.788 -2.136 0.648
C 0.585 -1.810 -0.334
N 1.652 -2.629 -0.388
C 2.599 -2.262 -1.178
N 2.589 -1.142 -1.938
C 3.741 -0.839 -2.767
C 4.909 -0.406 -1.863
O 5.494 -1.260 -1.218
N 5.224 0.895 -1.806
C 4.565 1.966 -2.539
C 4.851 3.306 -1.871
C 6.347 3.633 -1.899
C 7.177 2.350 -1.761
C 6.387 1.281 -1.020
C 1.532 -0.213 -1.908
O 1.603 0.805 -2.575
C 0.451 -0.619 -1.044
C -0.783 0.045 -0.789
C -1.177 1.332 -1.418
H -3.447 -4.864 3.809
H -4.465 -3.914 4.920
H -5.207 -4.784 3.547
H -6.510 -2.954 4.254
H -8.076 -1.117 3.935
H -8.729 0.907 2.862
H -7.953 1.269 1.313
H -7.358 2.019 2.787
H -5.343 0.777 1.256
H -2.938 -1.970 1.697
H 3.483 -2.880 -1.238
H 4.056 -1.751 -3.279
H 3.445 -0.085 -3.495
H 4.929 1.990 -3.574
H 3.485 1.804 -2.551
H 4.492 3.267 -0.841
H 4.284 4.083 -2.385
H 6.603 4.133 -2.834
H 6.579 4.322 -1.085
H 8.106 2.549 -1.227
H 7.441 1.963 -2.747
H 6.985 0.380 -0.865
H 6.070 1.650 -0.039
H -0.400 1.670 -2.097
H -2.116 1.213 -1.954
H -1.351 2.083 -0.649

Force components x, y, z for each atom (eV/Å):
C -0.01 -0.24 0.16
O -0.07 0.50 -0.28
C -0.04 0.07 -0.02
C 0.25 -0.22 0.01
C -0.02 0.18 -0.11
C -0.07 -0.22 0.16
C 0.06 0.01 0.00
C 0.03 -0.01 -0.01
C -0.21 -0.03 0.14
N 0.12 -0.47 0.23
C 0.04 0.04 -0.05
O -0.08 0.03 0.03
C 0.65 -0.14 -0.26
S 0.20 0.34 -0.32
C -0.26 0.66 -0.29
N 0.18 -0.61 0.28
C -0.06 -0.35 0.25
N -0.28 0.13 -0.02
C 0.52 0.13 -0.11
C -0.30 -0.07 -0.32
O 0.03 -0.39 0.13
N 0.19 0.17 0.15
C -0.46 0.34 -0.28
C 0.11 -0.05 -0.16
C -0.02 0.00 0.01
C -0.10 0.04 0.14
C 0.49 -0.17 0.13
C -0.04 0.01 0.00
O -0.07 0.09 -0.09
C 0.00 -0.58 0.38
C -0.42 -0.16 0.34
C -0.02 0.26 -0.18
H -0.09 0.00 0.05
H -0.01 0.00 -0.05
H 0.03 0.04 0.01
H 0.03 -0.10 0.05
H -0.10 0.01 0.04
H -0.08 0.03 0.01
H -0.08 0.06 -0.06
H -0.05 0.10 0.01
H 0.03 0.02 -0.04
H -0.10 0.15 -0.05
H 0.14 0.06 -0.14
H 0.00 0.16 0.08
H -0.01 -0.16 0.09
H -0.06 0.04 0.01
H 0.22 -0.04 -0.09
H -0.07 0.02 0.02
H -0.07 -0.02 0.05
H 0.00 0.08 0.01
H 0.04 0.06 -0.03
H 0.05 -0.05 -0.04
H 0.06 -0.04 0.00
H -0.11 0.18 0.05
H 0.05 -0.06 0.01
H -0.06 0.03 0.02
H -0.04 0.07 -0.01
H -0.05 0.06 -0.02

HOMO-LUMO gap: 7.982 eV
SMILES: COc1ccc(C)cc1NC(=O)c1sc2ncn(CC(=O)N3CCCCC3)c(=O)c2c1C
electronic energy: -49260.4167 eV
energy relative to the best compared isomer or geometry (same formula, charge and spin): 34.9 kJ/mol

=====

Formula: C10H16O
Source: the OMol25 dataset
Level of theory: the ωB97M-V functional and the def2-TZVPD basis

Geometry (Å):
C -1.200 3.844 2.041
C -1.093 2.780 0.995
C -2.001 1.702 1.080
C -1.863 0.654 0.231
C -0.869 0.666 -0.776
O -0.704 -0.472 -1.534
C -0.146 1.803 -0.982
C -0.179 2.849 -0.039
H -0.230 4.031 2.494
H -1.820 3.549 2.894
H -1.620 4.759 1.606
H -2.822 1.875 1.753
H -2.436 -0.263 0.324
H -0.561 -0.256 -2.462
H 0.577 2.011 -1.767
H 0.540 3.670 -0.115
C 1.992 -2.052 -1.345
C 1.579 -2.765 -0.043
C 0.926 -4.155 -0.179
H 2.736 -2.736 -1.792
H 2.592 -1.205 -1.042
H 1.077 -1.751 -1.818
H 2.472 -2.803 0.588
H 0.774 -2.211 0.455
H 0.025 -4.152 -0.809
H 1.611 -4.884 -0.587
H 0.643 -4.489 0.829

Force components x, y, z for each atom (eV/Å):
C -0.03 0.32 0.32
C -0.45 0.00 0.36
C 0.77 1.58 -0.30
C 0.57 -1.51 -0.86
C -0.90 -0.21 0.07
O -0.49 -0.02 0.01
C 1.37 1.70 0.41
C -0.50 -0.66 0.11
H 0.20 0.36 -0.19
H -0.15 -0.07 -0.35
H 0.23 0.03 0.26
H -0.15 -0.71 0.38
H -0.20 0.19 -0.07
H 0.10 0.17 0.12
H -0.15 -0.89 -0.23
H -0.39 -0.19 -0.04
C 0.81 -1.29 1.77
C -0.77 -0.06 -0.02
C 0.26 0.26 0.15
H -0.84 0.33 -0.82
H -0.13 0.63 -0.13
H 0.19 -0.10 -1.04
H -0.33 -0.18 0.26
H 0.55 0.52 0.15
H 0.24 0.19 0.17
H 0.24 -0.32 -0.20
H -0.04 -0.07 -0.29

HOMO-LUMO gap: 9.387 eV
SMILES: Cc1ccc(O)cc1.CCC
electronic energy: -12676.3180 eV
energy relative to the best compared isomer or geometry (same formula, charge and spin): 135.7 kJ/mol

=====

Formula: C3H6N2S
Source: the OMol25 dataset
Level of theory: the ωB97M-V functional and the def2-TZVPD basis

Geometry (Å):
C 0.072 0.585 -0.873
C -0.936 0.001 0.123
N -0.460 0.379 1.431
S -1.200 -1.897 0.118
C -2.163 0.726 -0.124
N -3.050 1.409 -0.386
H 1.149 0.400 -0.742
H -0.307 1.691 -0.987
H -0.249 0.265 -1.903
H -0.886 -0.235 2.080
H 0.493 0.284 1.479
H -1.441 -1.946 -1.143

Force components x, y, z for each atom (eV/Å):
C -2.14 1.40 -2.63
C 1.52 -0.51 0.50
N -2.54 0.35 -0.31
S 0.58 1.40 1.14
C -1.12 0.19 -0.33
N 0.02 -0.27 0.10
H -0.64 0.17 0.32
H 1.71 -1.63 0.67
H 0.66 -0.21 0.82
H -0.35 -0.28 1.21
H 2.72 -0.34 0.18
H -0.41 -0.28 -1.67

HOMO-LUMO gap: 10.628 eV
SMILES: C[C@](N)(S)C#N
electronic energy: -17022.4781 eV
energy relative to the best compared isomer or geometry (same formula, charge and spin): 150.8 kJ/mol